Entry 1:
C35H63F12O20 | wB97M-V/def2-TZVPD

The geometry in XYZ format:
```
130
Properties=species:S:1:pos:R:3:forces:R:3
O -2.504669 -17.155263 -21.045057 0.947 -0.805 -0.851
C -3.671796 -16.489411 -20.931073 -1.443 4.313 3.796
O -3.650180 -15.346944 -20.407579 1.102 -0.161 -1.298
O -4.710608 -17.124967 -21.084936 -1.399 -2.357 -1.779
H -2.966052 -17.972877 -21.245597 0.818 -1.325 -0.330
C -0.560773 -12.743845 -21.709934 -0.444 1.692 1.354
O -0.846363 -13.334265 -20.452450 2.042 -1.440 -0.277
C 0.313798 -14.146587 -20.019968 -1.243 0.571 0.503
C -0.086683 -15.340016 -19.185951 -2.104 -0.872 1.001
O -0.962763 -14.902602 -18.114993 0.022 0.773 1.012
C -1.473024 -15.910724 -17.244043 0.242 -0.219 0.275
C -1.892254 -15.561137 -15.752134 0.794 1.672 -1.602
O -2.466151 -14.281552 -15.703497 0.316 1.175 0.199
C -2.810472 -13.794213 -14.391553 -0.031 -0.942 -1.906
H 0.281504 -12.058032 -21.618684 1.561 -0.920 -0.335
H -1.193238 -11.860797 -21.801080 -1.401 -0.811 -0.366
H -0.589731 -13.431903 -22.554830 0.251 0.155 -0.016
H 0.956822 -13.570033 -19.354985 -0.014 0.676 0.011
H 0.962157 -14.465222 -20.836178 -0.270 -0.112 -0.383
H 0.768465 -15.861974 -18.756560 0.588 0.274 0.087
H -0.645969 -16.131633 -19.684607 -0.055 0.286 -0.747
H -0.628992 -16.576704 -17.064629 -0.163 -0.854 -0.194
H -2.343830 -16.422004 -17.654390 0.179 -0.053 -0.646
H -0.954840 -15.564122 -15.195953 -0.035 -0.171 0.645
H -2.635484 -16.269781 -15.386710 0.263 -0.585 0.033
H -3.292524 -12.833463 -14.572327 -0.279 -0.217 0.174
H -1.954993 -13.614973 -13.740301 0.220 -0.359 0.103
H -3.480550 -14.587957 -14.061312 -0.288 0.472 1.096
C -11.260035 -19.752301 -22.381596 -0.124 -1.223 1.123
O -10.814232 -19.582243 -21.025494 0.358 0.481 -0.448
C -10.331316 -18.248773 -20.734367 -1.583 -0.193 -0.691
C -10.357836 -17.915671 -19.259016 3.183 -1.138 -0.218
O -8.950842 -17.912319 -18.804035 -1.008 -1.579 0.805
C -8.363284 -19.272879 -18.631157 -0.087 2.151 -1.431
C -7.119970 -19.134132 -17.803446 -0.088 -0.057 0.814
O -6.045278 -18.493679 -18.420820 -1.001 -0.077 -1.226
C -4.775400 -18.615451 -17.837943 -0.605 0.269 -0.092
H -10.516541 -19.630870 -23.169354 0.193 0.823 0.174
H -12.212050 -19.247237 -22.544895 0.214 0.533 -0.253
H -11.492384 -20.814508 -22.458001 -0.127 -0.144 0.152
H -11.073918 -17.558406 -21.134403 0.121 0.193 -0.822
H -9.342880 -18.102630 -21.169957 -0.016 0.204 0.040
H -10.899053 -18.721358 -18.762982 -0.408 0.355 0.393
H -10.710228 -16.894661 -19.112517 -0.118 -0.298 0.297
H -8.092972 -19.655290 -19.615431 -0.039 -0.034 -0.264
H -9.045337 -20.000809 -18.191810 -0.276 0.279 0.334
H -6.897446 -20.157497 -17.501276 0.542 -0.365 0.141
H -7.445577 -18.607876 -16.906158 0.198 0.235 0.436
H -4.752734 -17.981686 -16.951414 0.310 -0.226 0.440
H -4.055159 -18.213990 -18.550807 -0.080 -0.106 -0.078
H -4.592204 -19.670656 -17.635227 0.392 -0.100 0.332
C -0.019402 -11.678705 -16.588630 -0.641 -2.718 0.033
O -0.731359 -11.445871 -17.798509 0.778 0.800 1.427
C -0.112015 -10.348543 -18.424897 -1.433 0.208 -0.901
C -1.185676 -9.475319 -19.085886 -1.186 -0.187 -1.858
O -2.007989 -10.202533 -20.087806 1.325 0.826 1.139
C -2.867267 -9.423503 -20.929935 0.098 -1.984 2.542
C -3.559509 -10.439036 -21.847151 0.438 -0.953 -1.626
O -3.660394 -11.851016 -21.523885 0.026 1.322 1.572
C -4.090843 -12.736355 -22.552117 1.130 1.773 -0.610
H -0.545194 -11.380099 -15.681717 0.142 1.058 -0.076
H 1.054524 -11.495714 -16.624544 -0.059 0.839 -0.026
H -0.029120 -12.759003 -16.443851 -0.169 -0.389 -0.206
H 0.626596 -10.798478 -19.088309 0.177 0.577 -0.517
H 0.366804 -9.693604 -17.696963 0.237 0.104 0.032
H -0.811642 -8.580913 -19.584124 0.874 -0.053 -0.325
H -1.824111 -8.995802 -18.343900 -0.388 -0.624 0.504
H -2.296121 -8.669309 -21.471312 -0.104 0.035 -0.368
H -3.639775 -8.948611 -20.325118 0.047 0.396 0.292
H -2.894930 -10.376813 -22.708873 -0.427 -0.237 -0.861
H -4.533589 -9.998958 -22.060695 -0.236 -0.198 -0.418
H -3.599501 -13.703388 -22.444687 -0.567 -0.094 0.810
H -3.640165 -12.324694 -23.455185 -0.109 0.034 -0.788
H -5.170940 -12.724313 -22.698182 -0.064 -0.405 0.309
C -2.293111 -16.581787 -24.432040 0.932 0.249 0.407
C -0.878327 -16.093232 -23.911070 -1.643 0.849 -0.130
O 0.177322 -16.984086 -24.297147 1.409 -0.919 0.082
C 1.496169 -16.793983 -24.125664 0.103 4.070 0.334
O 2.104590 -15.695480 -23.931931 -2.420 -4.776 -0.522
C 2.261465 -18.141406 -24.379702 -0.415 -0.441 0.485
F 1.408143 -19.176511 -24.794854 1.900 1.677 1.255
F 3.116914 -17.912060 -25.373277 0.079 -0.459 0.216
F 2.998264 -18.495426 -23.245152 -1.502 0.149 -2.040
H -2.406450 -16.550382 -25.515676 0.517 -0.364 -0.133
H -3.094099 -15.915360 -24.112070 0.479 0.326 0.552
H -2.594548 -17.544415 -24.019014 0.347 -0.127 -0.140
H -0.895666 -16.003158 -22.824943 -0.017 -0.285 0.060
H -0.704396 -15.090686 -24.301905 0.287 -0.059 -0.179
C -5.081002 -20.237853 -23.192092 0.920 -1.445 1.705
C -4.935540 -20.896138 -21.723229 -1.589 2.250 -1.411
O -3.972357 -21.904176 -21.656902 4.415 -0.525 0.243
C -2.540609 -21.557925 -21.616055 -3.965 0.960 -0.746
O -2.089062 -20.463279 -21.563699 -0.429 0.019 0.294
C -1.591975 -22.729045 -21.783401 -1.623 0.974 -0.622
F -0.827271 -22.474349 -22.846035 0.672 -0.043 0.116
F -0.903910 -22.787183 -20.673260 1.310 -0.609 0.686
F -2.220420 -23.848475 -22.017152 -0.284 -1.434 0.095
H -5.922719 -19.545380 -23.202015 0.152 -0.118 -0.102
H -5.162478 -21.075936 -23.884254 -0.607 0.028 -0.138
H -4.151054 -19.761017 -23.501819 -0.080 0.437 0.369
H -5.885615 -21.354256 -21.448285 0.032 -0.548 -0.398
H -4.906142 -20.113109 -20.965536 1.025 0.240 0.007
C 2.420229 -22.584479 -22.777714 0.810 0.775 -0.161
C 2.563662 -22.027050 -21.346717 0.962 -1.089 -1.556
O 1.837620 -20.814368 -21.329893 -0.931 0.845 0.955
C 1.359594 -20.267783 -20.218944 0.261 -3.037 4.119
O 1.412405 -20.812797 -19.066980 -0.253 2.693 -4.658
C 0.660601 -18.919754 -20.555091 -0.872 1.595 -0.109
F 0.303708 -18.916937 -21.862976 0.229 0.086 0.986
F -0.414547 -18.636561 -19.802196 0.596 -1.243 -0.445
F 1.466852 -17.845684 -20.346766 0.438 -0.963 -0.385
H 3.392790 -23.036788 -22.971758 -0.315 -0.787 -0.220
H 2.404045 -21.773199 -23.505496 -0.072 0.357 0.199
H 1.554194 -23.189878 -23.045235 0.237 -0.273 0.595
H 3.618096 -21.782375 -21.218683 0.022 0.312 0.072
H 2.407418 -22.842589 -20.640611 -1.019 0.689 0.555
C -5.670464 -15.655907 -24.097342 -0.243 0.338 1.116
C -5.423670 -14.786018 -25.332029 0.433 -3.462 0.172
O -5.964647 -13.532749 -25.181428 -1.461 3.254 0.683
C -5.928852 -12.703421 -26.214382 2.469 -3.044 -3.522
O -5.387542 -13.055849 -27.291836 -1.748 1.857 2.877
C -6.636318 -11.351030 -26.083781 1.720 1.001 2.453
F -7.373823 -11.327054 -24.960596 0.200 0.124 -0.188
F -5.731017 -10.300637 -26.021976 -0.442 -1.340 0.337
F -7.380161 -11.075436 -27.080659 -1.579 -0.075 -2.023
H -5.061106 -15.317529 -23.259309 -0.138 -0.023 0.169
H -5.491633 -16.729114 -24.163273 0.678 0.092 -0.797
H -6.696301 -15.701912 -23.731776 -0.248 0.727 -0.191
H -5.918846 -15.302542 -26.154285 0.321 0.302 -0.501
H -4.343465 -14.742995 -25.471274 -0.077 0.241 -0.475
```
Positions in Å, forces in eV/Å.

Output
HOMO level = -4.26 eV
Energy = -4074.33913 hartree
E_LUMO = 2.24 eV
Charge = -1

---

Entry 2:
C18H29NO3 | wB97M-V/def2-TZVPD

The geometry in XYZ format:
```
51
Properties=species:S:1:pos:R:3:forces:R:3
C 2.987569 3.913332 -2.885188 0.459 -1.112 -2.744
C 2.936026 3.186015 -4.042313 2.130 1.332 -0.284
C 2.607805 1.674528 -4.229743 -4.026 7.834 -4.791
C 2.201627 1.054901 -3.103017 -1.888 -3.483 2.408
C 0.786408 0.917288 -2.924137 7.516 -2.463 6.430
C 0.572654 0.409551 -1.617039 2.457 0.376 -1.312
C 1.552724 0.013500 -0.738464 1.716 -3.966 1.529
C 2.911463 -0.183129 -1.148818 2.110 1.763 1.981
C 3.284765 0.481577 -2.326548 -7.203 -1.237 2.507
H 4.219119 0.670945 -2.539005 4.723 0.799 -1.530
O 3.959410 -0.694881 -0.097484 -6.149 1.284 -3.667
C 5.282461 -0.628306 -0.546084 -5.014 8.106 -10.229
H 5.519145 -1.001064 0.200761 6.697 -6.849 11.601
H 5.534530 0.487574 -0.466545 0.453 -1.436 -0.968
H 5.386913 -1.139314 -1.497678 0.699 0.098 -0.011
O 1.358565 -0.742888 0.469066 -2.688 1.413 -1.213
C -0.120854 -0.806726 0.936162 5.709 1.506 1.351
C -0.392410 0.518396 1.615451 1.034 -1.385 3.940
O -1.641359 0.201300 2.399275 1.623 2.421 -1.963
C -2.688247 0.940415 1.754054 -1.179 -1.694 -1.312
C -3.296866 -0.103695 0.480966 -2.045 4.199 5.274
N -3.288965 -1.336863 1.023966 -3.698 -4.404 0.956
H -2.634274 -1.705841 1.682168 1.020 0.808 -0.150
C -4.636414 -1.732083 1.574128 4.053 -6.685 -7.120
C -5.070867 -1.618595 2.810435 -5.122 10.525 8.743
C -4.167268 -1.675556 4.017563 1.372 2.957 -4.741
C -4.046218 -3.022333 4.121930 4.893 -8.161 5.900
H -4.806192 -3.721393 4.539823 -0.375 0.930 -1.083
H -3.439131 -3.485396 3.353677 -0.430 -0.412 -0.417
H -3.289544 -3.206547 5.101339 -1.210 0.108 -2.137
H -4.406076 -1.260246 4.923107 -1.172 1.773 1.661
H -3.167424 -1.250199 3.596881 -1.494 -0.364 1.362
H -5.304896 -0.274369 2.867347 0.358 -2.437 -0.143
H -6.161325 -1.740322 3.037948 1.046 -1.150 -0.484
H -4.740399 -2.900878 1.443618 1.270 0.859 -0.188
H -5.409634 -1.652579 0.912868 -1.782 1.667 -2.259
H -4.323914 0.197069 0.150166 1.102 -0.101 0.212
H -2.581000 0.182703 -0.120318 3.439 0.369 -4.250
H -3.448468 0.981344 2.496294 -0.776 0.689 0.469
H -2.354151 1.893633 1.310664 -0.252 -0.210 0.612
H -0.518563 1.348686 0.960112 -0.226 0.528 -0.448
H 0.560388 0.860691 2.457315 -2.913 -1.373 -2.657
H -0.673924 -1.165279 0.154417 -1.853 -0.334 -1.954
H -0.009003 -1.577505 1.664863 -0.302 -0.456 0.671
H -0.363487 0.155566 -1.404761 -4.001 -0.584 1.389
H 0.006766 1.322306 -3.343314 -3.575 2.079 -3.286
H 1.732642 1.841589 -5.064129 1.597 -0.900 1.844
H 3.342471 1.356359 -4.795586 3.958 -2.227 -2.380
H 3.413647 3.608239 -5.011496 -1.102 -0.390 1.613
H 3.451649 4.937589 -2.883778 -0.883 -1.273 0.342
H 2.687296 3.304126 -2.051720 -0.078 0.667 0.927
```
Positions in Å, forces in eV/Å.

Output
HOMO level = -8.02 eV
Energy = -983.18461 hartree
E_LUMO = 0.72 eV